(1)
Formula: C40H88Br2N5O5
Source: the Open Molecules 2025 dataset
Level of theory: ωB97M-V with the def2-TZVPD basis set

As for the highest occupied orbital energy: -12.06 eV. As for the net charge: +3. Its spin multiplicity is 1. For the LUMO energy, the calculation gives -9.995 eV.

Element x y z (Å)
C: -33.386 20.973 2.734
C: -32.605 19.659 2.514
C: -32.485 19.622 0.985
C: -31.372 18.677 0.452
C: -30.006 18.938 1.068
C: -30.077 18.965 2.635
N: -31.210 19.846 3.088
O: -31.200 20.221 4.209
C: -28.830 19.661 3.209
C: -30.271 17.533 3.190
C: -33.385 18.422 2.996
H: -34.368 20.841 2.280
H: -32.981 21.828 2.193
H: -33.500 21.295 3.768
H: -32.378 20.551 0.427
H: -33.392 19.158 0.598
H: -31.537 18.780 -0.622
H: -31.568 17.613 0.615
H: -29.745 19.954 0.747
H: -29.202 18.280 0.741
H: -28.029 19.040 2.806
H: -28.821 19.620 4.296
H: -28.690 20.703 2.926
H: -29.337 16.989 3.333
H: -30.934 17.004 2.513
H: -30.673 17.557 4.204
H: -34.248 18.294 2.348
H: -33.718 18.575 4.023
H: -32.865 17.468 3.008
C: -26.326 16.460 -2.106
C: -27.487 16.109 -3.022
C: -27.257 14.768 -3.775
C: -27.387 13.525 -2.923
C: -28.775 13.453 -2.386
C: -29.170 14.697 -1.541
N: -28.724 15.955 -2.219
O: -29.327 16.956 -1.853
C: -28.581 14.669 -0.149
C: -30.715 14.626 -1.604
C: -27.699 17.181 -4.121
H: -26.518 17.408 -1.608
H: -25.393 16.541 -2.671
H: -26.157 15.671 -1.372
H: -26.272 14.813 -4.242
H: -27.966 14.766 -4.599
H: -26.667 13.446 -2.104
H: -27.251 12.642 -3.548
H: -28.955 12.574 -1.761
H: -29.464 13.224 -3.203
H: -28.883 13.742 0.341
H: -28.850 15.508 0.494
H: -27.498 14.562 -0.062
H: -31.260 15.281 -0.918
H: -31.130 13.690 -1.228
H: -31.020 14.781 -2.637
H: -26.859 17.248 -4.810
H: -27.860 18.184 -3.717
H: -28.615 16.997 -4.685
C: -21.867 13.400 0.665
C: -21.853 14.415 -0.491
C: -20.353 14.789 -0.728
C: -19.580 13.748 -1.505
C: -20.217 13.548 -2.855
C: -21.662 12.971 -2.744
N: -22.429 13.902 -1.776
O: -23.613 13.812 -1.725
C: -21.768 11.502 -2.288
C: -22.320 13.170 -4.108
C: -22.479 15.754 -0.088
H: -21.276 12.509 0.459
H: -22.866 13.011 0.877
H: -21.495 13.837 1.588
H: -19.781 15.094 0.148
H: -20.348 15.709 -1.323
H: -19.551 12.882 -0.839
H: -18.552 14.087 -1.636
H: -19.564 12.943 -3.488
H: -20.251 14.473 -3.435
H: -21.201 11.395 -1.362
H: -21.294 10.834 -3.004
H: -22.782 11.166 -2.075
H: -22.422 14.238 -4.310
H: -23.303 12.701 -4.185
H: -21.765 12.703 -4.921
H: -23.562 15.674 0.033
H: -22.381 16.495 -0.885
H: -22.067 16.364 0.714
C: -29.595 21.041 -8.586
C: -29.028 19.649 -8.691
N: -29.976 18.455 -8.591
C: -29.128 17.213 -8.360
C: -30.819 18.711 -7.339
C: -31.578 17.479 -6.849
C: -30.944 18.403 -9.774
C: -30.258 18.455 -11.136
O: -29.443 17.335 -11.246
C: -28.562 17.347 -12.381
H: -29.886 21.397 -7.598
H: -30.516 21.100 -9.173
H: -28.926 21.786 -9.013
H: -28.199 19.621 -7.979
H: -28.464 19.463 -9.605
H: -28.468 17.251 -7.495
H: -28.415 17.193 -9.182
H: -29.776 16.343 -8.415
H: -31.436 19.589 -7.516
H: -30.088 19.006 -6.584
H: -30.991 16.791 -6.235
H: -32.056 16.870 -7.612
H: -32.299 17.776 -6.084
H: -31.541 19.302 -9.634
H: -31.530 17.492 -9.681
H: -29.722 19.395 -11.305
H: -31.029 18.397 -11.913
H: -28.059 16.386 -12.381
H: -27.903 18.209 -12.242
H: -29.072 17.531 -13.330
C: -24.549 20.039 -0.771
N: -25.840 20.817 -0.607
C: -26.924 20.020 -1.270
C: -26.086 20.921 0.878
C: -25.663 22.229 -1.183
C: -26.872 23.128 -1.154
O: -27.088 23.705 0.132
H: -23.693 20.559 -0.346
H: -24.347 19.868 -1.830
H: -24.724 19.055 -0.341
H: -27.017 19.144 -0.630
H: -26.632 19.656 -2.253
H: -27.811 20.645 -1.308
H: -27.135 21.163 1.032
H: -25.552 21.810 1.211
H: -25.679 20.072 1.420
H: -25.420 22.024 -2.226
H: -24.815 22.605 -0.615
H: -27.747 22.689 -1.635
H: -26.618 23.960 -1.818
H: -28.029 23.621 0.310
Br: -29.521 13.569 -6.801
Br: -22.981 17.496 -3.840

***

(2)
Formula: C40H88N8O11
Source: the Open Molecules 2025 dataset
Level of theory: ωB97M-V with the def2-TZVPD basis set

As for the highest occupied orbital energy (alpha / beta): -9.55 / -9.55 eV. As for the net charge: +1. Its spin multiplicity is 2. For the LUMO energy (alpha / beta), the calculation gives -2.322 / -7.133 eV.

Element x y z (Å)
O: -3.118 -2.542 2.990
C: -4.163 -2.602 2.360
N: -4.896 -1.545 1.945
C: -4.707 -3.964 1.934
H: -4.673 -0.614 2.265
H: -5.685 -1.627 1.320
H: -4.952 -4.633 2.759
H: -3.865 -4.533 1.540
H: -5.429 -3.871 1.123
O: 2.230 -2.412 0.094
C: 3.302 -2.418 -0.520
N: 3.338 -2.359 -1.797
C: 4.589 -2.572 0.248
H: 2.526 -2.299 -2.394
H: 4.223 -2.111 -2.216
H: 5.413 -3.086 -0.245
H: 4.327 -3.296 1.020
H: 5.024 -1.639 0.604
O: 1.089 0.129 -3.360
C: 1.539 -0.356 -4.405
N: 1.440 -1.625 -4.688
C: 2.489 0.460 -5.273
H: 1.980 -2.054 -5.425
H: 0.672 -2.109 -4.245
H: 2.472 0.449 -6.363
H: 3.468 0.331 -4.812
H: 2.320 1.535 -5.217
O: -4.295 0.956 2.863
C: -3.364 1.277 3.588
N: -2.528 0.385 4.019
C: -3.090 2.736 3.869
H: -1.632 0.502 4.470
H: -2.688 -0.509 3.579
H: -3.630 3.433 3.228
H: -2.020 2.922 3.776
H: -3.152 2.965 4.933
O: -0.037 0.782 5.695
C: 0.947 1.483 5.492
N: 2.031 0.979 4.922
C: 0.921 2.959 5.780
H: 2.027 0.141 4.357
H: 2.869 1.533 4.815
H: 1.893 3.386 5.534
H: 0.840 3.148 6.850
H: 0.032 3.349 5.285
C: 1.011 6.584 -4.020
C: 0.600 5.171 -3.671
N: -0.809 5.387 -3.296
C: -1.759 5.477 -4.405
C: -2.535 6.800 -4.209
C: -1.214 4.338 -2.516
C: -0.680 4.485 -1.018
H: 2.080 6.723 -4.175
H: 0.767 7.385 -3.321
H: 0.626 6.879 -4.996
H: 0.823 4.354 -4.357
H: 1.196 4.873 -2.808
H: -1.091 5.512 -5.266
H: -2.428 4.625 -4.526
H: -2.920 7.094 -3.232
H: -1.773 7.570 -4.332
H: -3.391 6.899 -4.877
H: -0.933 3.368 -2.926
H: -2.294 4.447 -2.426
H: -0.690 5.508 -0.642
H: 0.317 4.045 -1.022
H: -1.248 3.851 -0.337
C: -1.769 0.320 -4.160
C: -3.188 0.476 -4.431
N: -4.123 0.485 -3.243
C: -3.913 1.634 -2.422
C: -4.375 2.937 -2.969
C: -4.012 -0.808 -2.606
C: -4.701 -1.979 -3.348
H: -1.523 1.359 -3.938
H: -1.396 -0.026 -5.124
H: -1.370 -0.331 -3.382
H: -3.213 1.475 -4.866
H: -3.374 -0.257 -5.216
H: -2.850 1.697 -2.192
H: -4.386 1.423 -1.462
H: -4.053 3.727 -2.291
H: -5.457 2.969 -3.100
H: -4.044 3.165 -3.982
H: -2.967 -0.964 -2.338
H: -4.488 -0.772 -1.626
H: -3.980 -2.757 -3.599
H: -5.491 -2.306 -2.672
H: -5.067 -1.705 -4.338
C: 4.405 -2.354 6.670
C: 3.143 -3.133 6.494
N: 2.926 -3.754 5.168
C: 3.603 -5.087 5.159
C: 3.533 -5.747 3.689
C: 1.511 -3.651 4.794
C: 1.066 -2.306 4.289
H: 4.372 -1.370 6.204
H: 5.275 -2.893 6.295
H: 4.576 -2.180 7.732
H: 3.212 -3.951 7.211
H: 2.338 -2.519 6.896
H: 4.648 -5.098 5.469
H: 3.103 -5.707 5.904
H: 2.599 -6.100 3.251
H: 4.049 -5.027 3.054
H: 4.089 -6.684 3.709
H: 0.965 -4.060 5.644
H: 1.218 -4.230 3.919
H: 1.801 -2.062 3.521
H: 1.045 -1.466 4.983
H: 0.027 -2.380 3.968
O: 6.707 2.066 -1.670
C: 5.545 2.052 -1.308
O: 5.091 2.216 -0.066
C: 3.717 2.080 0.070
C: 3.223 1.669 -1.382
C: 4.328 2.148 -2.203
H: 3.280 3.023 0.397
H: 3.602 1.379 0.897
H: 2.248 2.124 -1.558
H: 3.011 0.613 -1.552
H: 4.404 3.121 -2.689
H: 4.369 1.341 -2.935
O: 1.129 2.342 2.199
C: 0.535 1.453 1.715
O: -0.193 1.575 0.517
C: -0.689 0.356 0.044
C: -0.704 -0.606 1.284
C: 0.347 0.030 2.083
H: -0.020 -0.145 -0.655
H: -1.683 0.496 -0.381
H: -0.469 -1.645 1.057
H: -1.632 -0.566 1.855
H: 1.297 -0.445 1.838
H: 0.187 0.062 3.161
O: 0.922 -4.332 -3.693
C: 0.015 -4.604 -2.937
O: -0.664 -5.757 -2.901
C: -1.538 -5.811 -1.772
C: -1.676 -4.457 -1.131
C: -0.325 -3.825 -1.609
H: -1.156 -6.486 -1.006
H: -2.406 -6.382 -2.100
H: -1.644 -4.548 -0.045
H: -2.685 -4.113 -1.357
H: 0.523 -4.096 -0.980
H: -0.493 -2.771 -1.829

***

(3)
Formula: C40H90AsF12O20
Source: the Open Molecules 2025 dataset
Level of theory: ωB97M-V with the def2-TZVPD basis set

As for the highest occupied orbital energy (alpha / beta): -9.24 / -9.24 eV. Its spin multiplicity is 2. For the LUMO energy (alpha / beta), the calculation gives -0.110 / -5.953 eV.

Element x y z (Å)
As: 0.287 0.108 0.170
F: 0.580 0.514 -1.524
F: 1.073 1.665 0.572
F: -0.053 -0.148 1.880
F: -0.426 -1.437 -0.399
F: 1.887 -0.788 0.335
F: -1.324 0.909 0.020
C: 5.176 0.591 4.553
O: 4.074 -0.309 4.671
C: 3.782 -1.064 3.456
C: 2.421 -1.810 3.483
O: 2.323 -2.540 4.680
C: 1.045 -3.172 4.907
H: 6.039 0.017 4.216
H: 5.549 1.008 5.488
H: 4.895 1.346 3.820
H: 4.632 -1.734 3.329
H: 3.792 -0.349 2.634
H: 2.373 -2.418 2.580
H: 1.684 -1.018 3.349
H: 0.754 -3.765 4.040
H: 0.220 -2.475 5.050
H: 1.064 -3.790 5.804
C: -4.625 1.444 0.137
O: -4.836 2.718 0.694
C: -3.604 3.392 0.969
C: -2.800 2.870 2.142
O: -3.439 3.082 3.373
C: -4.363 2.074 3.646
H: -3.973 1.371 -0.733
H: -5.584 1.147 -0.287
H: -4.294 0.841 0.982
H: -3.806 4.434 1.217
H: -2.867 3.459 0.169
H: -1.771 3.227 2.187
H: -2.502 1.832 1.995
H: -5.321 2.264 3.163
H: -4.622 2.175 4.700
H: -4.008 1.064 3.440
C: -2.282 -1.316 3.314
O: -3.529 -1.534 3.989
C: -3.910 -2.920 3.893
C: -2.875 -4.060 4.359
O: -2.702 -4.201 5.778
C: -1.803 -5.238 6.273
H: -1.440 -1.760 3.845
H: -1.998 -0.279 3.492
H: -2.218 -1.613 2.267
H: -4.061 -3.090 2.827
H: -4.900 -2.959 4.346
H: -1.968 -3.885 3.781
H: -3.278 -5.009 4.005
H: -1.769 -5.232 7.362
H: -0.777 -5.029 5.969
H: -1.969 -6.288 6.030
C: 5.107 4.467 -3.066
O: 4.934 3.050 -2.981
C: 3.896 2.638 -2.004
C: 4.148 3.077 -0.549
O: 5.492 2.796 -0.183
C: 5.857 3.525 1.041
H: 4.198 4.908 -3.476
H: 5.918 4.807 -3.709
H: 5.271 4.945 -2.101
H: 3.905 1.551 -2.089
H: 2.913 2.942 -2.365
H: 3.449 2.685 0.191
H: 3.984 4.154 -0.566
H: 5.315 3.129 1.899
H: 5.621 4.586 0.956
H: 6.926 3.427 1.231
C: 0.451 2.715 3.779
O: -0.742 2.731 4.643
C: -0.746 1.632 5.587
C: -2.136 1.383 6.255
O: -2.703 2.613 6.726
C: -3.748 2.361 7.642
H: 0.439 1.957 2.996
H: 1.366 2.699 4.370
H: 0.406 3.652 3.224
H: -0.058 1.990 6.353
H: -0.450 0.690 5.126
H: -1.971 0.665 7.059
H: -2.852 0.995 5.530
H: -4.180 3.347 7.816
H: -3.368 1.910 8.559
H: -4.519 1.728 7.203
C: 0.682 0.628 -4.586
O: 0.850 1.127 -5.895
C: 2.125 0.862 -6.414
C: 3.222 1.661 -5.738
O: 4.488 1.638 -6.382
C: 5.621 2.139 -5.756
H: 0.872 -0.439 -4.472
H: -0.335 0.731 -4.206
H: 1.282 1.042 -3.776
H: 2.190 1.158 -7.461
H: 2.396 -0.194 -6.421
H: 3.376 1.333 -4.710
H: 2.934 2.710 -5.668
H: 6.461 1.858 -6.392
H: 5.754 1.667 -4.783
H: 5.592 3.205 -5.532
C: 1.920 -4.371 -4.514
O: 1.622 -4.220 -3.136
C: 1.539 -2.899 -2.641
C: 2.910 -2.206 -2.627
O: 3.271 -1.893 -3.982
C: 4.525 -1.200 -4.054
H: 1.689 -3.547 -5.189
H: 1.473 -5.314 -4.829
H: 2.990 -4.413 -4.720
H: 1.231 -3.036 -1.604
H: 0.768 -2.303 -3.129
H: 3.697 -2.858 -2.250
H: 2.823 -1.251 -2.108
H: 4.500 -0.282 -3.467
H: 4.776 -0.849 -5.055
H: 5.331 -1.807 -3.642
C: 0.483 4.039 -5.240
O: -0.127 5.307 -5.262
C: -0.813 5.558 -4.052
C: -2.167 4.858 -3.839
O: -2.109 3.423 -3.694
C: -1.423 2.877 -2.606
H: -0.250 3.257 -5.046
H: 1.264 4.064 -4.480
H: 0.949 3.909 -6.217
H: -0.943 6.640 -4.054
H: -0.150 5.395 -3.202
H: -2.824 5.072 -4.681
H: -2.575 5.295 -2.928
H: -1.861 1.941 -2.260
H: -1.416 3.548 -1.747
H: -0.388 2.774 -2.933
C: -1.093 -4.537 -1.545
C: -1.143 -4.670 -0.003
O: -1.659 -5.963 0.356
C: -1.414 -6.462 1.579
O: -0.803 -5.917 2.496
C: -2.104 -7.835 1.888
F: -2.939 -8.118 0.889
F: -1.264 -8.796 2.034
F: -2.831 -7.738 2.976
H: -0.306 -5.172 -1.952
H: -0.815 -3.514 -1.798
H: -2.013 -4.789 -2.074
H: -1.742 -3.834 0.358
H: -0.118 -4.564 0.351
C: -2.261 -1.548 -3.841
C: -2.815 -1.330 -2.339
O: -4.132 -0.763 -2.322
C: -5.263 -1.435 -2.624
O: -5.376 -2.613 -2.922
C: -6.480 -0.551 -2.451
F: -7.288 -0.720 -3.491
F: -7.099 -0.967 -1.346
F: -6.190 0.687 -2.270
H: -1.183 -1.615 -3.696
H: -2.376 -0.645 -4.439
H: -2.661 -2.409 -4.378
H: -2.150 -0.637 -1.824
H: -2.781 -2.255 -1.764

***

We obtain DFT total energy values of -200646.3586 -77341.4591 -177326.6007 eV for the records listed above, in that order.